Entry from OMol25: a 24-piece molecular cluster, C98H141ClF9NO40P overall at a distorted geometry (ωB97M-V with the def2-TZVPD basis set).

Each line ends with the Löwdin charge.
Atoms and positions in Å:
1 C -2.4062 -2.1558 1.1413  -0.0875
2 C -1.0230 -1.5165 1.2795  -0.1961
3 C -0.6866 -0.7829 -0.0648  -0.0625
4 N 0.6940 -0.0662 -0.0598  -0.1998
5 C 1.8415 -1.1517 0.2330  0.0988
6 C 0.7078 1.1023 0.9901  -0.0616
7 C 1.7044 2.1663 0.4500  -0.1187
8 C 1.9927 1.8270 -1.0661  -0.0795
9 C 0.9570 0.6812 -1.3335  -0.1080
10 H -3.1449 -1.4318 0.7976  0.0755
11 H -2.7913 -2.6701 2.0218  0.0760
12 H -2.3228 -2.8702 0.3223  0.0592
13 H -0.3674 -2.3529 1.5218  0.0845
14 H -0.9867 -0.8914 2.1718  0.0822
15 H -1.3228 0.0916 -0.2012  0.1234
16 H -0.6835 -1.4802 -0.9025  0.1093
17 H 2.7369 -0.7368 -0.2297  0.0918
18 H 1.5985 -2.1038 -0.2387  0.0885
19 H 1.9593 -1.1057 1.3157  0.0682
20 H 0.8999 0.6472 1.9618  0.1055
21 H -0.2195 1.6745 1.0166  0.1099
22 H 2.6120 2.0766 1.0470  0.0889
23 H 1.2552 3.1559 0.5332  0.0953
24 H 3.0225 1.4729 -1.1138  0.0790
25 H 1.7702 2.7263 -1.6404  0.1124
26 H 1.1338 -0.0087 -2.1587  0.1144
27 H -0.0197 1.0959 -1.5829  0.1322
28 P -3.1246 3.6538 -0.0065  0.2994
29 F -1.6886 3.9045 -0.8323  -0.1905
30 F -3.1949 5.2411 0.4699  -0.1828
31 F -4.0031 4.0296 -1.3554  -0.1576
32 F -4.5484 3.4284 0.8430  -0.1990
33 F -3.2753 2.0884 -0.2938  -0.1526
34 F -2.1626 3.2554 1.2579  -0.1922
35 Cl -1.5079 -1.9708 -3.7298  0.5304
36 O -2.5448 -1.9861 -2.7830  -0.3453
37 O -1.0622 -0.6497 -3.8566  -0.3562
38 O -0.4332 -2.8019 -3.2543  -0.3828
39 O -1.8916 -2.3983 -5.0028  -0.3244
40 C -0.0617 4.5851 -8.9559  -0.0599
41 O 0.1953 3.3414 -8.3709  -0.0369
42 C -0.5010 2.1994 -8.6608  -0.5316
43 O -1.4360 2.1106 -9.4522  0.1153
44 O -0.0898 1.3156 -7.7396  -0.0198
45 C -0.8240 0.1703 -7.5016  -0.0575
46 H 0.2765 4.5220 -9.9902  0.0935
47 H 0.5466 5.3100 -8.4150  0.0932
48 H -1.1197 4.8400 -8.8939  0.0998
49 H -1.8205 0.3918 -7.1194  0.0928
50 H -0.3661 -0.4948 -6.7694  0.0730
51 H -0.9856 -0.2712 -8.4850  0.1033
52 C 1.8970 1.2301 -4.9074  -0.0361
53 O 2.8248 2.2964 -4.7916  -0.0343
54 C 2.4302 3.5599 -4.5019  -0.5635
55 O 1.2159 3.8784 -4.4511  0.0702
56 O 3.4901 4.2928 -4.2636  0.0014
57 C 3.2994 5.7724 -4.1544  0.0172
58 H 0.8792 1.5868 -4.7496  0.0926
59 H 2.1291 0.5151 -4.1180  0.0691
60 H 1.9631 0.7449 -5.8812  0.0928
61 H 2.4759 6.0193 -4.8245  0.0976
62 H 4.1815 6.3291 -4.4710  0.0886
63 H 3.1708 6.0643 -3.1121  0.0789
64 C -0.0226 5.7318 2.3016  -0.1021
65 O 0.0567 5.3824 3.6257  -0.0123
66 C 0.9751 4.3735 3.9043  -0.4821
67 O 1.6626 3.8606 3.0411  0.1091
68 O 1.0428 4.0829 5.2369  0.0110
69 C 2.0665 3.2022 5.6743  -0.0540
70 H -0.2171 4.9510 1.5663  0.0796
71 H 0.9057 6.1895 1.9595  0.0772
72 H -0.6987 6.5653 2.1111  0.0958
73 H 2.0969 2.2447 5.1542  0.0705
74 H 1.8521 2.9902 6.7218  0.0967
75 H 3.0889 3.5790 5.7038  0.0964
76 C 3.4490 -5.3218 6.3060  -0.0477
77 O 2.6778 -4.9391 5.2301  0.0205
78 C 1.5394 -4.4097 5.4041  -0.6172
79 O 0.9764 -4.1517 6.4558  0.1164
80 O 0.9618 -4.1845 4.2069  -0.0263
81 C -0.3564 -3.8346 4.0679  -0.0589
82 H 3.8417 -4.4458 6.8222  0.0976
83 H 4.3586 -5.8553 6.0298  0.1029
84 H 2.9127 -5.7413 7.1572  0.1042
85 H -0.6268 -4.0036 3.0256  0.0817
86 H -0.5385 -2.8066 4.3809  0.0946
87 H -1.0481 -4.4687 4.6224  0.0881
88 C 5.3317 2.9043 2.0491  -0.0304
89 O 6.4627 2.0932 1.7065  -0.0097
90 C 6.3901 1.0191 0.8768  -0.5708
91 O 5.4524 0.6781 0.1492  0.0975
92 O 7.5920 0.5010 0.8005  0.0114
93 C 7.8368 -0.6905 0.1171  -0.0467
94 H 5.7023 3.6980 2.6979  0.0986
95 H 4.6074 2.4979 2.7550  0.0752
96 H 4.8093 3.2507 1.1574  0.0781
97 H 7.4964 -1.5667 0.6688  0.0734
98 H 8.8990 -0.7596 -0.1174  0.1037
99 H 7.3198 -0.8000 -0.8362  0.0782
100 C 0.7677 -0.3878 7.2074  -0.0336
101 O 0.0128 0.6215 6.5566  -0.0326
102 C -0.3847 0.5817 5.2799  -0.5648
103 O 0.0070 -0.1584 4.3721  0.0854
104 O -1.3962 1.4431 5.2421  0.0077
105 C -2.1610 1.4803 4.0485  -0.0348
106 H 0.5002 -1.3692 6.8156  0.0782
107 H 0.6068 -0.4170 8.2850  0.0978
108 H 1.8157 -0.1699 7.0014  0.0924
109 H -2.8901 2.2905 4.0361  0.0822
110 H -2.7176 0.5582 3.8817  0.0815
111 H -1.5499 1.6060 3.1548  0.0797
112 C -3.3248 -6.6729 2.7564  -0.0342
113 O -2.3874 -5.8657 2.0581  -0.0344
114 C -1.6980 -6.2467 0.9521  -0.4567
115 O -1.4923 -7.4290 0.4851  0.0487
116 O -1.1584 -5.1113 0.4197  -0.0427
117 C -0.3318 -5.2101 -0.6870  -0.0519
118 H -4.3685 -6.6119 2.4481  0.0892
119 H -3.3426 -6.3465 3.7962  0.0848
120 H -3.0417 -7.7202 2.6519  0.0930
121 H 0.2331 -6.1388 -0.7681  0.1003
122 H 0.3911 -4.3949 -0.7166  0.0770
123 H -1.0730 -5.2064 -1.4863  0.0882
124 C 6.1560 -2.9934 -5.9470  -0.0016
125 O 4.8350 -3.2580 -6.4562  0.0134
126 C 3.7935 -2.5393 -6.1552  -0.5262
127 O 3.7873 -1.4046 -5.5189  0.0204
128 O 2.7082 -3.1879 -6.6054  0.0071
129 C 1.3592 -2.7336 -6.3166  -0.0114
130 H 6.9317 -3.3469 -6.6263  0.0964
131 H 6.2693 -3.2853 -4.9030  0.0913
132 H 6.2821 -1.9124 -6.0079  0.0834
133 H 1.2628 -2.0635 -5.4624  0.0803
134 H 0.6473 -3.5551 -6.2364  0.0984
135 H 0.9893 -2.2243 -7.2065  0.0816
136 C -2.7623 2.5638 -5.3120  -0.0172
137 O -4.0654 3.0490 -5.6958  0.0065
138 C -4.7484 4.0178 -5.1061  -0.5358
139 O -5.9885 4.1033 -5.2295  0.0807
140 O -3.9176 4.8288 -4.3796  -0.0155
141 C -4.5032 5.8671 -3.6855  -0.0969
142 H -2.6143 2.8468 -4.2698  0.0874
143 H -2.0370 2.9120 -6.0474  0.0936
144 H -2.6829 1.4774 -5.3525  0.0751
145 H -3.8875 6.2873 -2.8902  0.0635
146 H -5.3606 5.5301 -3.1030  0.1017
147 H -4.7028 6.7755 -4.2540  0.0951
148 C -7.4316 1.1271 -0.5752  -0.0682
149 O -7.6483 1.3794 -1.9400  -0.0005
150 C -6.6114 1.5135 -2.8101  -0.5377
151 O -6.6772 2.0226 -3.9245  0.1225
152 O -5.5030 1.0298 -2.2713  -0.0151
153 C -4.2441 1.0738 -2.9273  -0.0342
154 H -6.8641 0.1995 -0.5011  0.0733
155 H -8.3929 1.0790 -0.0636  0.0960
156 H -6.8163 1.7989 0.0233  0.0879
157 H -3.4414 0.4941 -2.4716  0.0770
158 H -3.8348 2.0826 -2.9806  0.0669
159 H -4.3765 0.5989 -3.8995  0.1074
160 C 5.6400 4.8371 -1.7703  -0.0181
161 O 4.6851 4.8935 -0.6971  -0.0286
162 C 4.6353 6.0362 0.0423  -0.5690
163 O 5.2052 7.0821 -0.1343  0.1371
164 O 3.8857 5.6958 1.1250  -0.0341
165 C 3.7035 6.5849 2.2318  -0.0411
166 H 5.3380 5.2010 -2.7524  0.0736
167 H 6.0754 3.8463 -1.9003  0.0916
168 H 6.5132 5.3565 -1.3755  0.0961
169 H 3.3222 7.5571 1.9196  0.0972
170 H 4.5179 6.7812 2.9291  0.0970
171 H 2.8786 6.1988 2.8306  0.0659
172 C 4.9718 0.7292 -3.2548  -0.0162
173 O 6.2553 0.0362 -3.4209  -0.0079
174 C 7.1204 0.6493 -4.2182  -0.5485
175 O 6.9551 1.7846 -4.7416  0.0820
176 O 8.1559 -0.2044 -4.3233  -0.0201
177 C 9.3565 0.1769 -4.9338  -0.0668
178 H 4.7086 1.0872 -4.2501  0.0769
179 H 4.9235 1.6168 -2.6240  0.0822
180 H 4.1949 0.0311 -2.9431  0.0810
181 H 10.1758 -0.5258 -4.7818  0.0925
182 H 9.7777 1.1253 -4.6003  0.0940
183 H 9.1498 0.3288 -5.9932  0.0970
184 F 6.8165 -4.0474 0.1440  0.0776
185 C 5.7046 -3.9688 -0.5577  -0.3048
186 C 4.6215 -4.7338 -0.0949  -0.0174
187 C 3.4150 -4.7318 -0.7650  -0.0969
188 C 3.2847 -4.0086 -1.9105  -0.0910
189 C 4.3429 -3.2322 -2.4223  -0.0371
190 C 5.5549 -3.2429 -1.7154  -0.0083
191 H 4.6351 -5.4259 0.7341  0.1037
192 H 2.5495 -5.2089 -0.3295  0.0921
193 H 2.3276 -3.9517 -2.4076  0.1006
194 H 4.1478 -2.5690 -3.2520  0.0873
195 H 6.3888 -2.6851 -2.1153  0.1051
196 F -6.9754 -1.8365 -2.6532  0.0913
197 C -6.8578 -2.5606 -1.5412  -0.3405
198 C -7.9403 -2.7107 -0.7333  0.0047
199 C -7.7641 -3.4082 0.5211  -0.0727
200 C -6.5097 -3.9520 0.7949  -0.1044
201 C -5.4313 -3.7962 -0.1092  -0.0558
202 C -5.6499 -3.0608 -1.2708  -0.0053
203 H -8.9152 -2.3977 -1.0768  0.1174
204 H -8.6554 -3.4950 1.1248  0.0923
205 H -6.2994 -4.6034 1.6304  0.0863
206 H -4.4543 -4.1558 0.1782  0.0879
207 H -4.8724 -2.8131 -1.9783  0.1129
208 F -4.2249 -3.9474 5.0564  0.0541
209 C -3.5555 -3.0003 5.7369  -0.2850
210 C -3.9390 -1.6972 5.6287  0.0100
211 C -3.4303 -0.7253 6.5503  -0.0574
212 C -2.5022 -1.0974 7.4667  -0.1119
213 C -2.0774 -2.4105 7.5219  -0.0932
214 C -2.5779 -3.3910 6.6881  -0.0153
215 H -4.7217 -1.4453 4.9285  0.1067
216 H -3.7266 0.3038 6.4107  0.1092
217 H -2.0613 -0.3813 8.1444  0.1095
218 H -1.2789 -2.7065 8.1862  0.1065
219 H -2.2317 -4.4131 6.7309  0.1114
220 C -4.4797 7.1381 5.9049  -0.0999
221 C -4.5904 5.7776 6.0022  -0.1300
222 C -3.7577 4.9779 5.2947  -0.0929
223 C -2.8699 5.5089 4.3358  -0.0584
224 C -2.8064 6.8876 4.1871  -0.0796
225 C -3.5617 7.7224 5.0099  -0.0708
226 H -5.2000 7.6715 6.5073  0.0945
227 H -5.2336 5.3419 6.7525  0.1022
228 H -3.7354 3.9248 5.5332  0.0890
229 H -2.2948 4.8228 3.7318  0.0854
230 H -2.1741 7.2052 3.3712  0.0840
231 H -3.4553 8.7865 4.8589  0.0938
232 C 2.0455 -7.4190 3.4546  -0.0756
233 C 1.3496 -8.5824 3.5733  -0.0973
234 C 1.9957 -9.8115 3.6043  -0.0741
235 C 3.3342 -9.7955 3.3109  -0.1300
236 C 4.0651 -8.6809 3.1741  -0.1203
237 C 3.4603 -7.4518 3.2143  -0.0623
238 H 1.4584 -6.5157 3.3784  0.0900
239 H 0.2926 -8.5387 3.7905  0.1018
240 H 1.4624 -10.7284 3.8076  0.1040
241 H 3.8625 -10.7313 3.2034  0.1047
242 H 5.1348 -8.7881 3.0709  0.1061
243 H 3.8690 -6.4592 3.0953  0.0894
244 C -0.0548 6.4489 -1.0681  -0.0971
245 C -1.3028 6.7995 -1.5713  -0.0405
246 C -1.4491 8.0795 -2.2048  -0.0578
247 C -0.3359 8.9005 -2.1976  -0.1252
248 C 0.9014 8.5171 -1.7347  -0.1041
249 C 1.0337 7.2826 -1.1320  -0.1016
250 H 0.0005 5.4982 -0.5587  0.0766
251 H -2.1230 6.1130 -1.4214  0.0615
252 H -2.4092 8.4696 -2.5087  0.0943
253 H -0.5575 9.9149 -2.4949  0.0946
254 H 1.7412 9.1866 -1.8484  0.0976
255 H 1.9552 6.9212 -0.6999  0.0870
256 C -3.2883 -6.7335 -3.0810  -0.0895
257 C -3.9799 -7.8621 -3.6384  -0.0656
258 C -4.5062 -7.7423 -4.9173  -0.1206
259 C -4.4242 -6.5427 -5.5563  -0.1131
260 C -3.6973 -5.4948 -5.0169  -0.0748
261 C -3.1780 -5.5585 -3.7428  -0.0920
262 H -2.7873 -6.8647 -2.1333  0.0823
263 H -4.0398 -8.7870 -3.0841  0.0902
264 H -5.2171 -8.4235 -5.3612  0.0962
265 H -5.0048 -6.2842 -6.4294  0.1020
266 H -3.7421 -4.5551 -5.5472  0.1000
267 H -2.5858 -4.8641 -3.1652  0.0825
268 C 4.9718 -2.4660 2.6387  -0.0833
269 C 3.6555 -2.5703 3.0261  -0.0847
270 C 3.0967 -1.4276 3.5823  -0.0893
271 C 3.8481 -0.2761 3.8083  -0.0934
272 C 5.1791 -0.3176 3.6574  -0.0974
273 C 5.8267 -1.4211 3.0309  -0.0408
274 H 5.3896 -3.4183 2.3472  0.0872
275 H 3.0195 -3.4172 2.8144  0.1008
276 H 2.0893 -1.4175 3.9716  0.0842
277 H 3.3643 0.6268 4.1504  0.0895
278 H 5.8084 0.5397 3.8457  0.1020
279 H 6.8799 -1.3965 2.7930  0.0962
280 C -5.9952 1.6719 3.3341  -0.1041
281 C -5.4096 0.6903 2.5934  -0.1067
282 C -6.0748 -0.5230 2.4187  -0.0623
283 C -7.4265 -0.6435 2.8945  -0.0830
284 C -7.9962 0.3334 3.6667  -0.1036
285 C -7.2750 1.5079 3.8047  -0.1010
286 H -5.5141 2.6360 3.4070  0.0996
287 H -4.4050 0.8064 2.2143  0.0926
288 H -5.6544 -1.3334 1.8418  0.0816
289 H -8.0330 -1.5170 2.7063  0.0813
290 H -8.9829 0.2852 4.1032  0.0995
291 H -7.7922 2.3771 4.1832  0.1000

Force components x, y, z for each atom (eV/Å):
C -0.0617 0.2435 -0.9949
C -0.2227 -0.0049 -0.2087
C 1.0998 0.6290 1.3531
N 0.6931 -0.7485 1.0156
C -0.9560 2.6248 -0.2745
C 0.4798 -0.0825 -0.9078
C 0.3736 -1.0831 -0.0936
C -1.2039 -1.0857 1.7484
C -0.4724 0.4358 -0.6420
H -0.1344 0.1642 0.2023
H 0.2595 0.0826 0.1267
H -0.2403 -0.2313 0.0807
H 0.5556 0.1053 -0.4152
H 0.0663 0.4845 -0.2334
H -0.6445 -0.4851 -0.2479
H -0.1540 0.1825 -0.1048
H 0.1055 -0.1172 0.0776
H -0.2566 0.1593 0.2983
H -0.0097 -0.7059 -0.2251
H 0.1497 0.2703 -0.0318
H -0.6764 -0.9789 -0.2091
H 0.1066 0.4962 -0.1760
H 0.2279 -0.1446 0.2336
H -0.0445 0.1841 -0.4857
H 0.2643 -0.3888 -0.4100
H 0.4082 -0.1522 0.1954
H 0.0024 0.3818 -0.0476
P -1.8005 1.0571 0.2801
F -1.5681 -0.5615 0.2681
F 0.6995 -1.2586 -0.4047
F 1.1162 -0.3418 0.9274
F 1.0509 0.6638 0.0702
F 1.1682 -0.4264 -1.1596
F -0.4416 0.4163 0.4704
Cl 1.4103 -0.4193 0.5298
O -2.1207 -0.6267 1.4114
O 1.4577 3.1615 -0.0028
O 0.8011 -0.6362 0.4993
O -1.2767 -1.4464 -2.2640
C -0.2116 -0.1026 -0.8630
O 0.3074 -1.9500 0.6700
C -1.8137 1.5537 0.3368
O 2.1090 -0.1910 1.2487
O 1.3263 1.6871 -0.1199
C -1.8001 -1.1894 -0.9171
H -0.2342 0.4329 -0.1824
H -0.1234 -0.1166 0.0061
H 0.0195 0.0463 -0.1012
H -0.0231 0.2427 0.0812
H 0.4045 0.3448 -0.2895
H -0.0292 -0.7873 0.2191
C -1.0434 -0.0214 0.4093
O 1.0172 1.2911 0.0664
C -4.4993 -1.1511 -0.1437
O 3.7038 -0.1911 -0.0539
O 0.8946 1.8212 0.0655
C -0.3578 -0.9488 -0.2703
H 0.0288 0.0621 -0.0922
H 0.0996 -0.1078 -0.1788
H 0.2730 0.2240 0.0833
H -0.1338 0.1891 0.5166
H 0.3087 -0.7802 -0.3701
H -0.6392 -0.3147 -0.0767
C 0.8282 1.3566 -2.9526
O 1.2519 -2.3654 2.9312
C 0.1713 0.5214 -0.8107
O -0.6451 0.2984 1.1805
O -0.4788 1.0346 -1.4256
C 0.3023 -0.8583 0.7371
H -0.3781 -0.3740 0.5502
H 0.4652 -0.2007 0.0780
H -0.5794 -0.4352 0.6382
H -0.3079 0.1471 -0.3144
H -0.3783 0.0333 -0.1043
H -0.1290 0.6792 -0.6155
C 1.3776 0.9397 2.6991
O 1.8875 -1.1212 -1.8596
C -4.1437 1.5389 0.9199
O 0.7414 -0.2575 -0.4426
O 2.7812 -1.0220 -0.2051
C -2.1408 0.4424 0.1193
H 0.1272 0.5931 -0.2916
H -0.6709 -0.4197 -0.5182
H -0.4131 -0.8216 -0.6222
H 0.1987 0.3183 -0.0531
H -0.0089 0.1199 -0.1483
H 0.2476 -0.1627 0.3481
C -0.4424 0.1753 0.0923
O 0.0360 -1.1003 0.1733
C -2.2223 0.8259 -2.0010
O 1.1359 0.7026 1.9170
O 1.0250 0.5124 1.1116
C -0.3079 -1.3994 -1.2191
H 0.5333 0.3879 -0.7693
H -0.0733 -1.1534 -0.4095
H 0.1590 0.1519 0.1753
H 0.2273 0.0971 0.3904
H -0.0331 0.1724 0.4389
H -0.2493 0.6518 -0.0907
C 0.7506 -0.6287 -1.1595
O -0.2418 0.5353 0.4928
C -0.2894 -1.6345 -0.2622
O -0.4096 1.4444 1.7384
O 0.0436 0.2668 -0.4319
C -0.3163 -0.2283 -1.5268
H 0.1448 -0.0489 -0.1067
H -0.3582 0.5924 -0.1704
H 0.1666 -0.3196 0.1619
H 0.3084 0.1206 0.6022
H 0.0578 -0.2204 0.3856
H 0.2797 0.1368 0.1396
C 0.0393 -1.2126 0.1678
O 0.3681 0.5770 -1.2833
C 1.1254 -3.3460 -1.5898
O -1.3213 5.1001 2.3124
O -1.0975 -1.1255 3.2160
C 0.0075 -0.8225 -1.8565
H 0.1694 0.5177 -0.7640
H 0.4668 -0.0370 -0.0799
H 0.0940 -0.0217 0.2601
H -0.1691 -0.1972 0.3883
H -0.5424 0.2784 0.0423
H 0.8587 0.3691 -0.8292
C -0.3893 2.1057 -0.1937
O 1.0945 -1.4174 -0.4131
C -1.6763 4.4558 2.7044
O 0.1740 -4.7488 -2.5140
O 0.2747 0.1117 0.5785
C -0.3432 0.7439 -0.7333
H -0.5408 -0.8057 0.0973
H -0.0824 -0.3389 -0.2343
H 0.0241 0.1816 0.4169
H 0.4016 -0.2201 0.0558
H 0.7272 -0.4517 0.4513
H 0.3126 0.3498 -0.0235
C -0.1870 0.5665 0.3075
O -0.1657 -1.0297 -0.6652
C -2.9469 0.1521 0.2662
O 4.3822 0.7666 0.2093
O 0.1125 -1.0454 -1.0269
C -1.0163 1.5471 1.8765
H 0.7607 0.2976 -0.3977
H 0.1798 0.5186 0.4444
H -0.8159 -0.0646 -0.0811
H 0.9097 -0.7533 -0.1466
H -0.3965 0.0255 -0.5524
H -0.4853 -0.4144 -0.7335
C 0.8751 -1.1419 0.9874
O -0.1319 1.1910 -1.3440
C 0.4477 1.0478 -1.5816
O -0.5643 -1.5196 2.5182
O 0.6178 -0.6199 1.6191
C 0.2063 -0.0328 -1.2780
H -0.4296 -0.3690 0.2928
H -0.0761 -0.2419 -0.3919
H 0.1054 0.8387 -0.7044
H -0.7604 -0.2893 0.8558
H -0.6051 0.0598 -0.1210
H 0.0657 0.4712 -0.2931
C 1.6606 0.3838 0.7059
O -0.4295 0.4344 -0.3802
C 0.3512 -0.6057 0.9488
O -0.4926 -0.7131 -0.1999
O 0.3206 0.0796 -0.0108
C -1.1307 0.9577 0.0138
H -0.3538 0.1694 0.4920
H -0.9720 -0.4701 0.2234
H 0.0301 0.6371 -0.5557
H 0.2861 0.1052 -0.4278
H 0.6376 -0.5120 -0.5932
H 0.2095 -0.5337 -0.2121
C -0.3776 0.1513 -1.5456
O -0.8751 0.6619 0.7251
C -0.7343 2.8864 -1.0328
O 1.2411 -3.8274 1.5323
O -0.1438 -0.1321 0.7537
C 0.5664 1.3280 -1.2933
H -0.1372 -0.1049 0.1568
H 0.8944 -0.2544 0.3576
H 0.5695 -0.3359 0.1129
H -0.6827 -0.5570 0.0988
H -0.4912 0.2317 0.4281
H 0.3157 -0.2148 -0.1779
F 1.4152 0.3701 0.2960
C -2.7443 -1.4799 -0.1221
C 0.0877 -0.2434 0.0373
C 0.2081 0.1747 0.4862
C -0.0796 1.4850 -1.5173
C -0.4646 -0.8360 1.5482
C 0.3498 0.6386 -0.8584
H 0.7181 0.2983 0.4295
H 0.0963 -0.4002 -0.0492
H -0.1713 -0.0505 -0.1603
H 0.3452 -0.0545 -0.2616
H 0.1517 0.2204 0.0981
F -0.3140 0.2799 -0.7121
C -1.3725 0.7851 -0.3438
C -0.4818 -1.2574 2.1768
C 0.1713 0.7484 -2.3525
C 0.4636 -0.2450 -0.5508
C -1.3208 0.7203 0.3231
C 2.6946 -0.8901 0.6772
H -0.0229 0.3120 0.2037
H 0.2196 -0.2983 0.3439
H -0.3505 0.2338 0.4539
H 0.0688 -0.1561 -0.2440
H 0.3621 -0.1900 0.0121
F 0.2655 -0.1914 -0.4649
C 0.7353 -0.3179 1.7162
C -0.2449 1.1372 0.8054
C -0.7577 -0.6927 -2.1114
C 0.4907 0.2005 0.6817
C 0.5538 -1.0416 -0.1452
C -0.8742 0.4971 -0.9261
H -0.0271 0.1714 -0.1585
H -0.1368 0.0529 0.1992
H -0.0700 0.1514 0.0202
H -0.0037 0.0580 0.2486
H -0.0280 -0.0376 0.0865
C 0.0190 1.1029 -0.5779
C -0.0194 -0.0117 0.9822
C 1.5241 -0.8192 -1.1661
C -1.1750 -0.4120 0.9871
C -0.0012 -0.8235 -0.0889
C -0.4414 -0.5396 -0.1224
H 0.2976 0.7128 -0.0252
H -0.2614 -0.0030 -0.0437
H -0.1101 -0.2580 -0.3032
H 0.0840 0.1793 -0.0819
H -0.0006 0.7097 0.2400
H -0.2446 0.1384 0.2709
C 1.4889 0.2655 -1.3195
C -0.8243 -0.8833 1.2103
C -0.3141 0.5297 -0.4733
C -0.3380 -2.9435 0.4453
C 1.6487 2.0190 -0.3231
C -2.7752 1.0241 0.6216
H 0.3601 0.3452 0.2111
H -0.2131 0.0016 -0.1726
H -0.0165 -0.0516 -0.1679
H 0.0104 -0.2678 0.2057
H 0.1273 0.1740 -0.2760
H 0.8184 -0.2192 -0.0302
C -1.1166 -0.5351 0.2614
C 0.0086 1.4657 -0.8736
C 0.5989 -1.8994 1.8149
C -1.1721 0.7488 -0.5291
C 0.4565 0.0850 0.0947
C 0.3389 -0.1099 -0.1966
H 0.1854 -0.1218 -0.0890
H -0.0381 0.1299 -0.2181
H -0.0515 -0.1648 -0.1673
H 0.5800 0.2508 -0.3775
H 0.0942 0.1032 0.2165
H 0.3070 0.2040 -0.0397
C -0.8575 -3.2505 0.1178
C 1.0649 1.1198 0.1467
C -1.1517 -0.4272 0.8023
C 0.5022 1.6645 -0.2686
C -0.8216 1.2859 -0.3370
C 0.8888 -0.2208 0.2311
H -0.1507 -0.0225 0.2868
H -0.0651 -0.0322 0.0660
H 0.3082 -0.7398 0.1923
H 0.1052 -0.4932 -0.3516
H 0.3778 0.1710 -0.0334
H -0.1703 1.0141 -0.8083
C 1.8459 -1.3623 1.0052
C -0.7395 1.7807 0.0045
C -0.6022 -0.0516 0.5689
C -1.5973 -0.4203 0.5157
C 3.3018 -0.3114 -1.6894
C -2.3510 0.4024 0.1724
H 0.4627 0.1330 -0.7891
H 0.2383 -0.2424 0.0777
H -0.4034 -0.0656 -0.3963
H -0.1117 0.0134 0.2249
H -0.0704 0.2346 0.2879
H 0.0047 -0.1457 0.1767
C -0.3524 1.1462 -0.2011
C 0.6739 -1.9695 -0.0075
C -1.9275 0.3970 0.1244
C 1.3702 -0.9147 -0.1375
C 0.4706 0.8687 -0.3052
C -0.6320 0.8358 0.5173
H 0.0537 0.1250 0.1049
H 0.0430 0.1150 -0.2424
H 0.0876 -0.0317 -0.0970
H 0.3411 -0.3623 -0.1905
H -0.1429 -0.2561 -0.2238
H 0.0936 0.0777 0.5308

For the LUMO energy, the calculation gives 1.41 eV. The gap between HOMO and LUMO comes out at 8.65 eV. As for the total charge: -1. Its largest force on an atom is 5.75 eV Å⁻¹.